#w
Molecular formula: C8H17N4
Method: DFT, the ωB97M-V functional and the def2-TZVPD basis

Structure (XYZ):
```
29
C8H17N4 the ωB97M-V functional and the def2-TZVPD basis
C -2.00 -0.15 2.23
C 1.07 -0.05 2.55
C 0.30 -1.35 2.12
C 0.60 -1.55 -3.12
C -0.26 2.14 -0.85
C 0.10 -0.23 -2.51
C 0.36 -0.28 -1.01
C -0.64 0.72 -0.36
N -1.82 1.08 1.85
N 0.73 0.94 1.55
N -0.95 -0.75 1.56
N -0.62 0.62 1.13
H -2.83 -0.48 2.66
H 0.77 0.18 3.58
H 2.17 -0.35 2.55
H 0.77 -1.89 1.30
H -0.02 -2.06 2.92
H 1.68 -1.69 -2.74
H 0.41 -1.79 -4.21
H -0.11 -2.40 -2.54
H 0.83 2.43 -0.51
H -0.17 2.17 -1.87
H -0.77 2.90 -0.27
H -0.96 0.02 -2.73
H 0.82 0.41 -2.98
H 1.33 0.12 -0.84
H 0.20 -1.31 -0.63
H -1.67 0.68 -0.67
H 0.69 1.91 1.83
```

HOMO-LUMO gap	10.563	eV
2S+1	1
total charge	+1


#x
Molecular formula: C8H17N4
Method: DFT, the ωB97M-V functional and the def2-TZVPD basis

Structure (XYZ):
```
29
C8H17N4 the ωB97M-V functional and the def2-TZVPD basis
C -1.68 0.84 0.59
C -2.51 -0.20 1.18
C -0.83 2.43 -0.82
C -1.68 -1.82 -0.47
C -0.04 -0.02 -0.46
C 2.34 -0.82 -0.23
C 1.37 0.74 1.50
C 1.07 -0.39 0.51
N -1.71 1.97 0.13
N -2.79 -1.10 0.08
N -0.74 -0.98 -1.23
N 0.20 1.21 -1.21
H -1.98 -0.75 1.96
H -3.45 0.20 1.59
H -1.35 2.70 -1.73
H -0.24 3.27 -0.46
H -1.19 -2.35 0.36
H -2.07 -2.56 -1.18
H 2.63 -0.11 -1.00
H 2.23 -1.80 -0.68
H 3.16 -0.89 0.48
H 1.79 1.61 1.00
H 2.09 0.39 2.23
H 0.47 1.04 2.03
H 0.71 -1.25 1.08
H -3.36 -0.67 -0.64
H -0.12 -1.56 -1.79
H 0.05 1.02 -2.21
H 1.15 1.55 -1.04
```

HOMO-LUMO gap	9.676	eV
2S+1	1
total charge	+1


#x takes first place; second place is 334.4 kJ/mol up.


#w
Molecular formula: C6H7FO
Method: DFT, the ωB97M-V functional and the def2-TZVPD basis

Structure (XYZ):
```
15
C6H7FO the ωB97M-V functional and the def2-TZVPD basis
C -2.76 -0.71 -0.03
C -1.86 0.16 -0.14
C -0.60 0.68 -0.34
C -0.07 1.86 0.34
C 0.50 -0.23 -0.90
F 1.51 0.54 -1.27
C 1.08 -1.19 -0.01
O 1.69 -0.46 1.15
H -3.74 -1.19 -0.22
H -0.74 2.57 1.07
H 1.07 2.10 0.72
H 0.45 -0.81 -1.84
H 1.97 -1.45 -0.59
H 0.45 -2.16 0.53
H 1.04 0.30 1.52
```

HOMO-LUMO gap	8.741	eV
2S+1	1
total charge	0
structure (SMILES)	C#CC(=C)[C@@H](F)CO


#x
Molecular formula: C6H7FO
Method: DFT, the ωB97M-V functional and the def2-TZVPD basis

Structure (XYZ):
```
15
C6H7FO the ωB97M-V functional and the def2-TZVPD basis
C -2.18 -0.76 0.52
C -1.85 0.37 -0.10
C -0.47 0.93 -0.17
O -0.33 2.14 -0.19
C 0.73 0.05 -0.18
C 0.75 -1.19 -0.64
C 1.98 0.75 0.26
F 3.06 -0.11 0.23
H -1.42 -1.39 0.98
H -3.23 -1.09 0.60
H -2.59 1.03 -0.52
H -0.12 -1.71 -0.99
H 1.64 -1.76 -0.69
H 2.19 1.61 -0.39
H 1.85 1.13 1.28
```

HOMO-LUMO gap	10.097	eV
2S+1	1
total charge	0
structure (SMILES)	C=CC(=O)C(=C)CF


#x takes first place; second place is 460.1 kJ/mol up.


#w
Molecular formula: C2H5OPS
Method: DFT, the ωB97M-V functional and the def2-TZVPD basis

Structure (XYZ):
```
10
C2H5OPS the ωB97M-V functional and the def2-TZVPD basis
C -0.38 0.40 2.00
C -0.16 -0.73 -0.63
O -1.88 3.23 -0.02
P -0.05 0.79 0.39
S -1.93 1.75 -0.14
H -0.25 0.95 2.94
H -0.19 -1.55 0.06
H 0.71 -0.53 -1.34
H -1.08 -0.95 -1.10
H 0.85 1.49 -0.37
```

HOMO-LUMO gap (alpha / beta)	7.105 / 7.522	eV
2S+1	1
total charge	0


#x
Molecular formula: C2H5OPS
Method: DFT, the ωB97M-V functional and the def2-TZVPD basis

Structure (XYZ):
```
10
C2H5OPS the ωB97M-V functional and the def2-TZVPD basis
C 0.20 0.34 1.32
P 0.52 0.64 -0.43
S -1.32 1.44 -0.98
C 0.33 -1.40 -0.94
O 0.64 -2.22 -0.14
H 0.54 1.19 1.95
H 0.88 -0.66 1.42
H -0.83 0.21 1.41
H -0.78 2.18 -1.76
H -0.18 -1.71 -1.86
```

HOMO-LUMO gap	9.264	eV
2S+1	1
total charge	0
structure (SMILES)	CP(S)C=O


#x takes first place; second place is 397.9 kJ/mol up.